No. 1
Computed, not measured: 4 unconnected molecules or ions with the total composition H10NO3, with ωB97M-V/def2-TZVPD.

Each line ends with the Mulliken charge.
Element x y z (Å)
N (-0.5079, 0.8598, 0.5641)  -0.467
H (-1.0665, -0.0005, 0.2952)  0.407
H (-1.2597, 1.3508, 1.0376)  0.363
H (-0.2134, 1.4145, -0.3039)  0.369
H (0.3782, 0.6496, 1.0791)  0.346
H (0.7578, -0.0796, -3.0267)  0.308
H (1.6075, -0.1670, -1.8723)  0.295
O (0.7856, 0.1715, -2.1330)  -0.575
H (-2.5505, -2.0763, 0.7616)  0.335
H (-3.3961, -0.9128, 1.0778)  0.317
O (-2.5849, -1.1099, 0.6072)  -0.676
H (2.6962, -0.7689, 0.8824)  0.342
H (2.8565, 0.7774, 0.7342)  0.293
O (2.2674, 0.1626, 0.9491)  -0.657

Computed properties:
Frontier orbital gap (eV): 12.35
Total charge: +1
Lowest unoccupied orbital energy (hartree): -0.1190
Relative energy (zero: lowest compared OMol25 entry of this formula, charge and spin) (kJ/mol): 94.99

No. 2
Computed, not measured: C5H8N2O in the gas phase, with ωB97M-V/def2-TZVPD.

Each line ends with the Mulliken charge.
Element x y z (Å)
C (1.4055, 0.4693, -0.0405)  -0.696
C (-0.9841, -0.8999, -0.9987)  -0.889
C (0.8121, 1.8335, -0.2373)  -0.916
N (-0.6029, -0.6961, 0.3984)  0.143
C (0.5372, -0.7486, 1.0155)  0.482
C (-1.9057, -1.3947, 1.3339)  0.165
O (0.9744, -0.9915, 2.0970)  -0.518
N (-2.9146, -1.7779, 1.7621)  -0.417
H (2.2904, 0.4943, 0.5967)  0.339
H (1.6571, -0.0590, -0.9583)  0.382
H (-1.7123, -0.1245, -1.2292)  0.330
H (-1.4392, -1.8788, -1.1521)  0.352
H (-0.1528, -0.8186, -1.6992)  0.346
H (0.0588, 1.8479, -1.0267)  0.265
H (1.6033, 2.5273, -0.5476)  0.345
H (0.3728, 2.2174, 0.6859)  0.288

Computed properties:
Frontier orbital gap (eV): 9.94
Lowest unoccupied orbital energy (hartree): 0.0067
SMILES string: CCC(=O)N(C)C#N
Relative energy (zero: lowest compared OMol25 entry of this formula, charge and spin) (kJ/mol): 383.96

No. 3
Computed, not measured: 12 unconnected molecules or ions with the total composition H24O12, with ωB97M-V/def2-TZVPD.

Each line ends with the Mulliken charge.
Element x y z (Å)
O (-0.4972, -1.0534, 3.3039)  -0.653
H (0.1781, -0.5199, 3.7504)  0.347
H (-0.7016, -0.6348, 2.6256)  0.348
O (1.9481, 0.4781, 3.8951)  -0.661
H (2.6039, 0.0435, 3.3626)  0.327
H (1.5155, 1.0288, 3.2781)  0.309
O (-0.9637, 2.5855, -2.7734)  -0.608
H (0.0674, 2.6101, -2.7538)  0.312
H (-1.0414, 3.5180, -2.3802)  0.309
O (-0.9436, -1.1068, -1.6136)  -0.432
H (-0.7734, -0.8609, -0.7667)  0.166
H (-1.8350, -1.4133, -1.5236)  0.313
O (0.6964, -0.7055, -3.9731)  -0.582
H (-0.1010, -1.0863, -3.6197)  0.307
H (1.0221, -1.2393, -4.6906)  0.282
O (0.4814, -1.7069, 0.8907)  -0.594
H (0.3390, -2.0493, 1.8963)  0.435
H (-0.4886, -1.5469, 0.9369)  0.156
O (-2.5571, 3.8102, 1.3671)  -0.606
H (-1.7450, 4.1766, 1.7576)  0.316
H (-2.4695, 3.4285, 0.5630)  0.289
O (-3.2046, -0.9998, 3.1273)  -0.660
H (-3.2511, -0.1033, 3.4847)  0.308
H (-2.4074, -1.3463, 3.5683)  0.343
O (1.8182, 1.0221, 0.8136)  -0.505
H (2.2768, 0.9681, -0.0458)  0.250
H (1.1915, 1.6305, 1.0162)  0.253
O (3.2204, -0.2337, -1.5405)  -0.803
H (2.5743, -0.1553, -2.3341)  0.320
H (3.8148, -1.0759, -1.8251)  0.459
O (-3.4777, -0.0362, -1.6452)  -0.633
H (-3.2335, 0.7851, -1.8203)  0.272
H (-3.8758, -0.7393, -2.1149)  0.318
O (3.6062, -2.5816, -1.4485)  -0.726
H (3.3070, -2.1102, -0.6487)  0.375
H (2.9062, -2.7802, -2.1194)  0.349

Computed properties:
Frontier orbital gap (eV): 10.29
Lowest unoccupied orbital energy (hartree): -0.0082
SMILES string: O.O.O.O.O.O.O.O.O.O.O.O
Relative energy (zero: lowest compared OMol25 entry of this formula, charge and spin) (kJ/mol): 562.41

No. 4
Computed, not measured: a molecular structure, C46H58N4O3P4Ti, with ωB97M-V/def2-TZVPD.

Each line ends with the Mulliken charge.
Element x y z (Å)
Ti (1.3090, -0.0769, 0.4687)  -1.325
C (5.5122, -1.0771, 0.7214)  -1.924
C (4.3447, -0.3593, 0.1225)  0.281
O (3.1755, -0.6729, 0.5680)  1.010
C (4.5037, 0.5926, -0.8544)  -1.914
C (3.4601, 1.4494, -1.2196)  0.968
C (3.7601, 2.5601, -2.1747)  -1.059
N (2.2433, 1.3634, -0.6632)  1.853
N (1.5835, 2.5917, -0.7755)  -0.495
C (0.6021, 2.6141, 0.0440)  -0.606
O (0.2851, 1.5115, 0.7060)  0.649
C (-0.1645, 3.8470, 0.2940)  0.975
C (-0.9541, 3.9642, 1.4330)  0.477
C (-1.6654, 5.1302, 1.6725)  -0.958
C (-1.5899, 6.1834, 0.7729)  -0.575
C (-0.7883, 6.0767, -0.3576)  -0.992
C (-0.0723, 4.9165, -0.5967)  -0.580
H (5.6831, -0.6942, 1.7305)  0.357
H (6.4174, -0.9174, 0.1411)  0.531
H (5.3193, -2.1464, 0.8058)  0.253
H (5.4842, 0.7720, -1.2679)  0.497
H (4.7342, 2.4093, -2.6322)  0.522
H (3.7407, 3.5194, -1.6586)  0.244
H (2.9850, 2.6067, -2.9421)  0.031
H (-0.9825, 3.1500, 2.1438)  0.016
H (-2.2759, 5.2203, 2.5613)  0.457
H (-2.1462, 7.0927, 0.9567)  0.425
H (-0.7204, 6.9039, -1.0514)  0.455
H (0.5641, 4.8273, -1.4669)  0.545
C (3.0719, -1.8574, -2.4291)  -1.200
P (1.7785, -2.2132, -1.1953)  1.524
C (0.6662, -3.1770, -2.2627)  -1.140
C (2.5957, -3.5010, -0.1688)  -0.820
C (1.8769, -3.8051, 1.1425)  -1.580
P (1.4479, -2.3102, 2.1340)  1.671
C (0.1973, -2.9887, 3.2739)  -1.329
C (2.8596, -2.1374, 3.2712)  -1.181
H (2.7255, -1.1017, -3.1307)  0.087
H (3.2857, -2.7769, -2.9765)  0.641
H (3.9894, -1.5002, -1.9735)  0.238
H (0.2509, -2.5361, -3.0375)  0.309
H (-0.1527, -3.6336, -1.7237)  0.252
H (1.2561, -3.9614, -2.7407)  0.732
H (3.6103, -3.1549, 0.0231)  -0.030
H (2.6819, -4.4065, -0.7744)  0.841
H (2.4863, -4.4645, 1.7655)  0.790
H (0.9476, -4.3492, 0.9543)  0.486
H (0.5987, -3.8799, 3.7601)  0.645
H (-0.7177, -3.2563, 2.7489)  0.331
H (-0.0530, -2.2597, 4.0453)  0.233
H (3.0643, -3.0970, 3.7483)  0.547
H (2.6195, -1.4099, 4.0457)  0.249
H (3.7429, -1.7985, 2.7390)  0.277
C (-2.0393, 1.3383, -1.2866)  -0.893
C (-2.4524, 0.8571, 0.1200)  -2.279
P (-1.5971, -0.5685, 0.9316)  1.750
C (-2.3278, -0.4024, 2.6126)  0.593
C (-2.9127, -1.4920, 3.2602)  -0.967
C (-3.4900, -1.3485, 4.5134)  -0.810
C (-3.5127, -0.1095, 5.1368)  -0.756
C (-2.9463, 0.9856, 4.5004)  -0.738
C (-2.3508, 0.8373, 3.2553)  -0.490
C (-2.4951, -2.0513, 0.3766)  0.915
C (-1.8489, -3.2765, 0.4637)  0.547
C (-2.5049, -4.4637, 0.1662)  -1.246
C (-3.8334, -4.4295, -0.2277)  -0.880
C (-4.4994, -3.2122, -0.3026)  -0.887
C (-3.8418, -2.0340, 0.0101)  -0.923
P (-0.9120, 0.2546, -2.2608)  1.643
C (-0.0518, 1.4036, -3.3910)  -0.164
C (-0.2075, 2.7851, -3.3954)  -0.015
C (0.4766, 3.5685, -4.3167)  -0.809
C (1.3189, 2.9812, -5.2479)  -0.931
C (1.4697, 1.6001, -5.2629)  -0.817
C (0.7885, 0.8223, -4.3407)  -0.457
C (-2.0987, -0.4950, -3.4573)  0.709
C (-2.5702, 0.2789, -4.5234)  -0.777
C (-3.4991, -0.2325, -5.4135)  -0.820
C (-3.9739, -1.5289, -5.2593)  -0.677
C (-3.5220, -2.3018, -4.2036)  -1.121
C (-2.5931, -1.7861, -3.3080)  0.201
H (-1.5563, 2.3076, -1.1770)  -0.544
H (-2.9295, 1.5044, -1.8941)  1.126
H (-3.5195, 0.6449, 0.1459)  1.522
H (-2.3023, 1.6820, 0.8143)  0.281
H (-2.9475, -2.4599, 2.7772)  0.340
H (-3.9451, -2.2051, 4.9927)  0.493
H (-3.9851, 0.0052, 6.1032)  0.428
H (-2.9840, 1.9634, 4.9640)  0.543
H (-1.9225, 1.7073, 2.7767)  0.154
H (-0.8124, -3.2967, 0.7725)  -0.384
H (-1.9839, -5.4103, 0.2427)  0.484
H (-4.3544, -5.3481, -0.4630)  0.410
H (-5.5393, -3.1817, -0.5994)  0.496
H (-4.3962, -1.1072, -0.0347)  0.459
H (-0.8688, 3.2728, -2.6920)  0.673
H (0.3369, 4.6420, -4.3141)  0.481
H (1.8429, 3.5932, -5.9698)  0.390
H (2.1062, 1.1306, -6.0017)  0.459
H (0.8790, -0.2568, -4.3888)  0.545
H (-2.2056, 1.2879, -4.6701)  0.387
H (-3.8508, 0.3806, -6.2326)  0.451
H (-4.6921, -1.9308, -5.9615)  0.412
H (-3.8895, -3.3113, -4.0710)  0.479
H (-2.2701, -2.3998, -2.4828)  0.395
C (0.4448, 1.2887, 5.5649)  -1.319
N (0.7086, 0.7931, 4.2236)  0.459
C (1.7717, 1.1354, 3.4884)  -0.340
N (2.6669, 1.9869, 4.0179)  -0.220
O (1.9935, 0.6522, 2.3524)  0.344
H (-0.4656, 0.8210, 5.9264)  0.389
H (0.2960, 2.3709, 5.5720)  0.385
H (1.2555, 1.0253, 6.2453)  0.403
H (0.0128, 0.2214, 3.7691)  -0.599
H (2.5205, 2.4526, 4.8953)  0.192
H (3.4352, 2.2764, 3.4384)  0.233

Computed properties:
Frontier orbital gap (eV): 6.65
Total charge: +2
Lowest unoccupied orbital energy (hartree): -0.2172
Relative energy (zero: lowest compared OMol25 entry of this formula, charge and spin) (kJ/mol): 95.60

Repeat the first record exactly.
Computed, not measured: 4 unconnected molecules or ions with the total composition H10NO3, with ωB97M-V/def2-TZVPD.

Each line ends with the Mulliken charge.
Element x y z (Å)
N (-0.5079, 0.8598, 0.5641)  -0.467
H (-1.0665, -0.0005, 0.2952)  0.407
H (-1.2597, 1.3508, 1.0376)  0.363
H (-0.2134, 1.4145, -0.3039)  0.369
H (0.3782, 0.6496, 1.0791)  0.346
H (0.7578, -0.0796, -3.0267)  0.308
H (1.6075, -0.1670, -1.8723)  0.295
O (0.7856, 0.1715, -2.1330)  -0.575
H (-2.5505, -2.0763, 0.7616)  0.335
H (-3.3961, -0.9128, 1.0778)  0.317
O (-2.5849, -1.1099, 0.6072)  -0.676
H (2.6962, -0.7689, 0.8824)  0.342
H (2.8565, 0.7774, 0.7342)  0.293
O (2.2674, 0.1626, 0.9491)  -0.657

Computed properties:
Frontier orbital gap (eV): 12.35
Total charge: +1
Lowest unoccupied orbital energy (hartree): -0.1190
Relative energy (zero: lowest compared OMol25 entry of this formula, charge and spin) (kJ/mol): 94.99

frontier orbital gap of number 2 (C5H8N2O)? 9.94 eV

Which of these has the highest lowest unoccupied orbital energy? C5H8N2O

Look up the lowest unoccupied orbital energy of the fourth one. -0.2172 hartree